Computed, not measured: a cluster of 2 separate species, C4H9NO in total in a non-equilibrium geometry, with the ωB97M-V functional and the def2-TZVPD basis.

```
15
Properties=species:S:1:pos:R:3:forces:R:3
H 1.117085 2.141370 0.425245 -1.0 0.1 -0.8
H 1.597957 0.228183 2.816726 -0.2 -0.4 0.4
C -1.782479 -2.041088 -1.119471 -0.7 -2.4 -0.5
H 2.500818 1.507895 -0.757874 0.2 0.9 -0.3
H -1.949410 1.065470 -0.096544 0.0 0.4 0.1
H -2.871104 -2.104386 -1.447919 1.7 -0.5 0.0
H -1.022220 -2.907084 -1.059120 -1.7 1.4 -0.3
C -1.461862 -0.880842 -0.573149 0.8 6.0 1.2
H -2.024668 0.796556 -1.768412 -1.0 -0.4 0.5
C 1.844434 1.436990 0.082547 1.7 -1.8 1.9
N -2.197930 0.406376 -0.820243 2.8 -3.3 -0.1
C 2.257802 0.580397 1.059310 -2.0 0.8 -1.1
H -0.539787 -0.591174 0.102256 -1.8 -1.1 -0.9
O 1.257162 0.111547 1.922581 1.2 1.0 0.1
H 3.274197 0.249788 1.234066 -0.1 -0.6 -0.3
```
Forces are in eV/Å.

Its frontier orbital gap (alpha / beta) is 8.296 / 3.895 eV. The calculation puts the relative energy (zero: lowest compared OMol25 entry of this formula, charge and spin) at 336.25 kJ/mol. Its multiplicity is 2. Its net charge is +1. For the LUMO energy (alpha / beta), the calculation gives -4.19 / -8.57 eV.

Results of the Löwdin charge analysis, in e, for atoms 1 through 6: 0.0527 0.0991 0.1450 0.0463 0.1079 0.1357



Computed, not measured: a cluster of 2 separate species, C7H19NOP in total in a non-equilibrium geometry, with the ωB97M-V functional and the def2-TZVPD basis.

```
29
Properties=species:S:1:pos:R:3:forces:R:3
H -3.542026 0.114447 1.105915 0.0 0.0 0.0
P 1.948013 -0.185289 -2.528626 -0.4 -0.1 -0.4
O -1.079069 0.932105 1.349153 0.7 1.2 -0.7
H -0.200064 -1.541125 3.270884 0.0 -0.1 -0.1
H -0.533351 1.421567 3.853116 0.0 0.0 0.0
H -3.829533 1.496397 2.179177 -0.1 0.0 0.0
C -1.576826 1.124438 3.782228 0.2 -0.1 -0.3
H 1.491544 -2.217773 -3.717970 0.0 0.1 0.0
H -1.785889 0.369762 4.538808 -0.1 0.0 0.1
C 2.486187 0.786147 -3.954726 -0.1 -0.2 0.2
H 3.533765 0.572881 -4.171516 0.0 0.0 0.0
H 0.667031 -1.462730 1.719014 0.0 0.0 0.2
H 0.175382 1.318357 -1.913458 0.1 0.0 0.0
H 1.778335 -2.523189 -1.992012 0.0 0.1 0.0
C -1.909620 0.578004 2.412350 -0.7 -0.2 0.6
H 2.371076 1.848420 -3.743268 0.0 0.0 0.0
C 2.111032 -1.951848 -2.859234 0.0 0.2 0.0
H 3.150422 -2.200813 -3.077635 0.0 0.1 0.0
N -1.117537 -0.431885 1.797105 -0.6 -1.3 0.0
H -3.873177 -0.154255 2.826765 -0.1 0.0 0.1
C 0.091291 -0.886459 2.448523 0.4 0.3 0.1
C 0.265971 0.239457 -2.037651 0.1 -0.1 -0.1
H 0.716993 -0.075284 2.834843 -0.1 -0.1 0.0
H -0.004142 -0.237324 -1.093406 0.1 0.0 0.0
H -2.193611 1.996547 3.980990 -0.1 0.0 0.1
H 2.790737 0.128586 -1.478576 0.2 0.1 0.2
C -3.387523 0.504369 2.110156 0.3 0.0 -0.2
H -0.428230 -0.089868 -2.815120 0.1 0.0 0.0
H 1.882820 0.526359 -4.825829 0.0 0.0 0.1
```
Forces are in eV/Å.

Its frontier orbital gap is 9.022 eV. The calculation puts the relative energy (zero: lowest compared OMol25 entry of this formula, charge and spin) at 157.21 kJ/mol. Its net charge is +1. For the LUMO energy, the calculation gives -2.74 eV.

Results of the Löwdin charge analysis, in e, for atoms 1 through 6: 0.0840 0.9072 -0.0229 0.0975 0.0792 0.0870



Computed, not measured: a structure of composition C27H28N3PRuS9 in a non-equilibrium geometry, with the ωB97M-V functional and the def2-TZVPD basis.

```
69
Properties=species:S:1:pos:R:3:forces:R:3
N -0.662634 1.687702 0.598411 0.1 0.1 -0.4
H 0.893526 1.250289 -3.143432 -0.1 0.0 0.0
N -1.543132 0.018726 -4.771258 0.0 0.0 -0.1
C -0.950798 3.427950 2.328727 0.0 0.0 -0.1
C -0.392326 2.223526 1.916489 -0.1 -0.1 0.0
H -1.575322 3.988428 1.642482 0.0 0.0 0.0
H 2.823594 2.342581 2.686537 0.0 0.0 0.0
H -2.466873 0.956897 -1.879672 0.0 0.0 0.0
S -2.719846 -4.080564 0.187343 -0.1 0.1 0.1
S 2.018952 2.795063 -0.900329 0.2 0.1 -0.1
H -1.050566 -1.643526 3.079514 0.1 0.0 0.0
C 3.444874 1.538995 2.314698 0.0 0.0 -0.1
H 0.212572 -0.992821 -5.228764 0.0 0.0 0.0
H -1.152137 -2.029882 -4.805782 0.0 0.0 0.0
H 0.301933 3.543551 5.473245 0.0 0.0 0.0
H 6.640833 0.977264 1.339069 0.0 0.0 0.0
C 5.598677 0.779285 1.556086 0.0 0.0 0.0
H -0.021618 1.350333 -5.276376 0.0 0.0 0.0
C 2.106531 -1.554160 4.308258 0.0 0.1 0.1
C 5.061529 -0.480011 1.310818 0.0 0.0 0.0
C -2.641950 -0.071330 -3.811581 0.1 0.1 0.0
H 0.644253 -3.828155 6.351594 0.0 0.0 0.0
H 5.194607 2.774774 2.223180 0.0 0.0 0.0
H -0.535930 -2.008836 -2.547944 0.0 0.0 0.0
C 2.894879 0.295124 2.039049 0.0 -0.2 0.3
S -0.175946 -5.001015 -0.706018 0.1 -0.1 0.0
C -0.154997 -1.133943 -3.072351 0.0 0.1 -0.1
N -0.640274 0.065534 -2.356368 0.0 -0.3 0.3
H 1.269312 1.392495 4.736708 0.0 0.0 0.0
C 1.013298 -1.230886 3.511883 -0.4 -0.3 -0.2
C -0.631752 -1.105622 -4.545652 0.0 0.1 0.0
H 0.931004 -1.153355 -3.000998 0.0 0.0 0.0
H 3.063023 -1.077959 4.138700 0.0 0.0 0.0
C 0.100624 3.171415 4.476985 0.0 0.0 -0.1
H -3.351366 0.729993 -4.033364 0.0 0.0 0.0
C -0.344991 -2.794435 4.750699 0.1 0.0 0.0
H 3.294465 -1.688918 1.307181 0.0 0.0 0.0
C 0.644845 1.968477 4.062833 0.0 0.0 0.0
C 4.790829 1.783567 2.058995 0.0 0.0 0.0
H -1.135932 4.841856 3.922404 0.0 0.0 0.0
S -2.428094 -6.949906 -0.567797 0.0 0.1 0.0
C -0.210580 -1.869009 3.728446 0.0 0.0 0.1
C -1.805790 -5.423677 -0.367876 -0.1 -0.2 0.0
C -0.247299 -3.315572 -0.261615 0.2 0.2 0.1
C -0.193066 1.259344 -3.100493 -0.1 0.1 0.0
H 5.684768 -1.268317 0.908094 0.0 0.0 0.0
H -1.295410 -3.288045 4.908480 0.0 0.0 0.0
H -0.252289 2.297321 -0.114981 0.0 0.2 0.1
H -1.499016 2.093673 -4.659303 0.0 0.0 0.0
S 1.199217 -2.332918 -0.357073 0.0 -0.2 -0.1
S -1.775368 -1.242250 0.707873 0.0 -0.3 -0.1
H -0.493526 2.148092 -2.540369 0.0 0.0 0.0
C -0.806900 1.258578 -4.524075 0.0 0.0 0.1
H -3.153725 -1.023237 -3.968235 0.0 0.0 0.0
C 3.719876 -0.719977 1.544852 0.0 0.0 0.0
S 3.421937 2.746621 -3.143965 -0.2 -0.1 0.0
S 3.428169 0.826185 -3.251301 0.1 0.2 0.1
C 0.745899 -3.101870 5.554483 0.0 0.0 0.0
H -1.665634 1.645544 0.442313 0.0 0.0 0.0
C -2.112766 0.038328 -2.358270 0.0 0.0 -0.1
Ru 0.272846 -0.203560 0.092659 -0.8 0.0 -0.2
H -2.436984 -0.795106 -1.740282 0.0 0.0 0.0
H 2.822400 -2.733148 5.947195 0.0 0.0 0.0
C -0.701485 3.902601 3.604349 0.0 0.0 0.0
C 0.410532 1.492002 2.773555 -0.1 -0.2 0.3
C 1.967235 -2.484943 5.330917 0.0 0.0 0.0
P 1.096436 -0.068494 2.120957 0.9 0.5 -0.5
C -1.451949 -2.881157 0.157304 -0.1 0.2 0.1
S 2.124695 0.850093 -0.880037 0.3 -0.1 0.3
```
Forces are in eV/Å.

Its frontier orbital gap (alpha / beta) is 5.966 / 4.979 eV. The calculation puts the relative energy (zero: lowest compared OMol25 entry of this formula, charge and spin) at 0.00 kJ/mol. Its multiplicity is 2. Its net charge is -1. For the LUMO energy (alpha / beta), the calculation gives 2.05 / 1.11 eV.

Results of the Löwdin charge analysis, in e, for atoms 1 through 6: -0.0670 -0.0214 -0.1663 -0.0254 -0.2928 0.1143



Computed, not measured: an isolated molecule of C14H17Cl2NO4S, with the ωB97M-V functional and the def2-TZVPD basis.

```
39
Properties=species:S:1:pos:R:3:forces:R:3
C 3.330932 1.284373 -1.766825 -0.4 -0.1 -0.1
O -1.617750 -1.806891 -1.242485 0.2 -0.1 -0.2
H -0.662132 -1.778937 -0.983804 -0.2 -0.1 0.0
S -1.589643 1.263992 -0.512314 -0.8 0.0 0.2
C 0.891418 -0.392826 3.259280 0.0 0.1 0.0
O 0.773019 -1.512417 -0.126215 0.1 -0.2 -0.4
C -0.598450 -0.532183 2.938796 -0.1 0.2 0.3
N -0.598775 -1.227542 1.667395 -0.1 -0.2 0.3
O -0.542925 1.247061 0.476179 0.1 -0.2 0.0
Cl 5.033095 1.404110 -1.525262 0.3 0.0 0.0
C -1.746576 -1.966547 1.193957 -0.1 -0.2 -0.5
H 1.574055 0.682997 1.492003 0.1 0.0 0.0
H 3.454241 -0.661691 -2.659878 0.0 -0.1 0.0
H -1.353454 1.732158 -2.803763 -0.1 0.0 0.0
H 2.926072 3.220213 -0.941834 0.1 0.1 0.0
H -3.317534 -2.093137 -0.226606 0.1 0.2 0.2
C -0.899498 0.953846 -2.195308 -0.3 -0.1 0.5
C -2.837192 -0.026265 -0.127755 0.7 0.1 -0.5
C 1.142645 2.210969 -1.569224 0.2 -0.1 -0.2
C 1.532355 -0.337756 1.874302 0.1 0.1 0.0
H -1.062718 0.452961 2.818822 0.0 -0.1 0.1
H -2.500086 -1.945872 1.983469 0.1 0.0 0.0
C 2.505825 2.331199 -1.383968 0.0 0.0 0.0
H -1.230008 -0.031929 -2.509737 -0.1 0.0 0.0
O -2.355082 2.482462 -0.586601 -0.3 0.2 -0.3
H -1.143720 -1.106045 3.691822 0.0 0.1 0.0
H 2.527624 -0.774550 1.822322 0.0 0.0 -0.1
H 1.099881 0.491679 3.855802 0.0 0.0 0.1
H -1.445092 -3.010326 1.029009 -0.1 0.1 0.0
Cl 0.825122 -1.372434 -3.286345 -0.1 -0.3 -0.2
H 1.241730 -1.272229 3.802631 0.0 0.0 0.0
H -3.583105 0.139224 -0.901187 -0.1 0.0 0.0
C 0.579459 1.064925 -2.124031 0.4 -0.1 -0.1
C -2.394378 -1.496283 -0.124858 -0.1 -0.1 0.4
H 0.485855 3.010433 -1.262472 0.0 0.1 0.0
C 2.808410 0.144421 -2.351511 0.0 0.1 0.0
H -3.247916 0.274202 0.833107 0.0 0.2 0.1
C 1.436857 0.041086 -2.525269 0.1 0.5 0.1
C 0.557437 -1.086453 0.998357 0.2 -0.2 0.4
```
Forces are in eV/Å.

Its frontier orbital gap is 9.497 eV. The calculation puts the relative energy (zero: lowest compared OMol25 entry of this formula, charge and spin) at 2.02 kJ/mol. For the LUMO energy, the calculation gives 0.51 eV. Its SMILES is O=C1CCCN1C[C@H](O)CS(=O)(=O)Cc1ccc(Cl)cc1Cl.

Results of the Löwdin charge analysis, in e, for atoms 1 through 6: -0.6722 -0.0815 0.0321 0.7127 -0.1365 0.0442



Computed, not measured: an isolated molecule of C4H6ClN3O2S in a non-equilibrium geometry, with the ωB97M-V functional and the def2-TZVPD basis.

```
17
Properties=species:S:1:pos:R:3:forces:R:3
H 2.877243 0.774883 -0.416799 -0.7 -1.3 -0.1
H -1.096129 1.256202 1.687211 -0.6 0.9 1.1
Cl 0.141453 -2.053864 -1.633039 -0.4 -1.1 -0.9
N 0.688800 0.856282 0.747981 1.0 -1.1 -0.9
H -4.046235 0.631225 -1.657993 0.0 -0.1 0.1
S -2.867393 -0.530928 -0.078462 1.1 -1.5 0.3
H 2.939636 -1.038843 -0.584687 -0.2 -0.5 0.6
H 2.273100 -0.035509 -1.854948 0.3 -0.2 0.3
O -3.007920 -1.882742 -0.549929 -0.1 0.5 -1.2
C -1.152544 -0.317432 0.215282 0.5 -1.1 -1.8
C 2.338716 -0.164784 -0.759134 1.8 2.5 -1.9
O -3.583092 -0.277914 1.121368 -0.5 1.3 0.3
C -0.584077 0.648683 1.015109 1.3 0.3 -1.2
H -2.386174 0.722004 -1.915319 -0.5 -0.1 0.4
N 1.026027 -0.084024 -0.288379 -2.5 1.6 3.9
N -3.137020 0.714102 -1.211832 0.6 -0.8 0.4
C -0.051125 -0.806759 -0.553392 -1.1 0.8 0.6
```
Forces are in eV/Å.

Its frontier orbital gap is 10.072 eV. The calculation puts the relative energy (zero: lowest compared OMol25 entry of this formula, charge and spin) at 0.00 kJ/mol. For the LUMO energy, the calculation gives 0.38 eV. Its SMILES is Cn1ncc(S(N)(=O)=O)c1Cl.

Results of the Löwdin charge analysis, in e, for atoms 1 through 6: 0.1200 0.1093 0.8260 0.1157 0.0707 0.5839



Computed, not measured: an isolated molecule of C2H6O in a non-equilibrium geometry, with the ωB97M-V functional and the def2-TZVPD basis.

```
9
Properties=species:S:1:pos:R:3:forces:R:3
C -0.424493 0.544689 -0.114285 1.1 0.8 2.9
H -0.368692 0.962245 0.977826 -0.8 -0.2 -1.9
H 1.238705 -0.339297 0.894508 0.5 0.6 -0.4
H -0.499954 1.398259 -0.777637 -0.2 -0.2 -0.3
H 0.692780 -1.211744 -0.342489 -0.9 -2.1 -0.7
H -1.763789 -0.732254 0.604456 0.5 0.6 -1.0
O -1.525666 -0.319475 -0.256762 -0.8 -0.4 0.5
C 0.899468 -0.212849 -0.147794 1.1 -0.3 0.7
H 1.751640 -0.089570 -0.837824 -0.5 1.1 0.3
```
Forces are in eV/Å.

Its frontier orbital gap is 11.401 eV. The calculation puts the relative energy (zero: lowest compared OMol25 entry of this formula, charge and spin) at 71.79 kJ/mol. For the LUMO energy, the calculation gives 0.99 eV. Its SMILES is CCO.

Results of the Löwdin charge analysis, in e, for atoms 1 through 6: -0.3303 0.1288 0.0718 0.1024 0.0345 0.1054



Computed, not measured: a structure of composition C9H12N5O2V, with the ωB97M-V functional and the def2-TZVPD basis.

```
29
Properties=species:S:1:pos:R:3:forces:R:3
N -1.701444 -3.089557 -1.608979 0.0 0.0 0.0
C 0.043343 4.187098 0.087557 0.0 -0.1 -0.1
H 3.017391 -0.253686 0.044931 0.0 0.0 0.0
N 1.563443 -2.853490 -1.238202 0.0 0.0 0.0
N 0.249147 1.274836 1.946018 0.0 0.0 -0.1
C 0.757561 3.696241 1.254330 0.0 0.0 0.0
C -0.020541 2.734330 2.186233 0.0 0.0 0.1
H 1.700783 3.292378 0.866310 0.0 0.0 0.0
H -3.831959 -3.198641 -1.906142 0.0 0.0 0.0
O -0.468938 4.615139 -0.797274 -0.1 0.0 0.0
C 0.540638 -2.070743 -0.908318 0.0 0.0 0.0
O -0.384441 1.597916 -0.803828 0.0 0.1 -0.1
H 0.291672 2.985140 3.199537 0.0 0.0 0.0
N -1.619774 -1.141131 -0.624030 0.0 0.0 0.0
C -2.942790 -1.415847 -0.923275 0.0 0.0 0.0
H -1.435778 -3.975112 -2.022197 0.0 0.0 0.0
H -1.094081 2.908171 2.133573 0.0 0.0 0.0
C 2.734788 -2.215929 -0.890432 0.0 0.0 0.0
H -0.139762 0.790089 2.761489 0.0 0.0 0.0
C -2.998359 -2.629081 -1.529754 0.0 0.0 0.0
H 3.701422 -2.659465 -1.063034 0.0 0.0 0.0
H 1.253427 1.106760 2.037490 0.0 0.0 0.0
H 1.518249 -3.766285 -1.674574 0.0 0.0 0.0
C -0.897203 -2.182426 -1.063511 0.0 0.0 0.0
C 2.377856 -1.029512 -0.337995 0.0 0.0 0.0
N 0.997090 -0.940073 -0.345041 0.0 0.0 0.0
H -3.749752 -0.743440 -0.687052 0.0 0.0 0.0
V -0.479509 0.360528 0.105524 0.0 -0.1 0.2
H 1.017527 4.615786 1.800648 0.0 0.0 0.0
```
Forces are in eV/Å.

Its frontier orbital gap (alpha / beta) is 6.851 / 7.293 eV. The calculation puts the relative energy (zero: lowest compared OMol25 entry of this formula, charge and spin) at 0.12 kJ/mol. Its multiplicity is 2. Its net charge is +3. For the LUMO energy (alpha / beta), the calculation gives -11.88 / -11.45 eV.

Results of the Löwdin charge analysis, in e, for atoms 1 through 6: 0.1885 0.0529 0.1307 0.1889 -0.0166 -0.0297